# 1
ORCA calculation (the ωB97M-V functional and the def2-TZVPD basis) on one molecule with the formula HNO2S2 at a distorted geometry.

XYZ file:
```
6
Properties=species:S:1:pos:R:3:forces:R:3
O -1.21735 -0.45586 -1.62700 -2.39 -0.69 -1.68
N -0.63608 -0.35994 -0.61409 2.41 0.60 0.52
S -1.15443 -0.26085 0.95353 -1.51 -0.21 -0.17
S 0.75248 0.33202 1.50051 -5.31 -1.94 14.05
O 1.37310 0.53029 0.28887 7.41 2.91 -11.85
H 0.88229 0.21435 -0.50182 -0.62 -0.67 -0.88
```
Positions in Å, forces in eV/Å.

## Properties
lowest unoccupied orbital energy (spin up / spin down)	-0.5404 / -0.5417	eV
ΔE to the lowest compared entry with this formula, charge and spin	69.9	kcal/mol
total charge	0
HOMO level (spin up / spin down)	-0.291 / -0.291	Eh

***

# 2
ORCA calculation (the ωB97M-V functional and the def2-TZVPD basis) on a 9-piece molecular cluster, C30H51O28P2 overall.

XYZ file:
```
111
Properties=species:S:1:pos:R:3:forces:R:3
C 5.59628 -1.20404 -1.92636 -0.40 0.37 -0.16
C 4.27320 -1.76582 -1.44485 0.36 -0.13 0.03
O 3.23021 -1.07348 -2.13712 -0.08 -0.01 -0.21
P 1.72460 -1.34522 -1.61301 0.22 0.07 0.43
O 1.60796 -1.05211 -0.17177 0.03 0.14 -0.07
C 1.28748 -2.96685 -2.19892 -0.23 -0.22 -0.13
C -0.17165 -3.37260 -1.94373 0.00 -0.40 -0.19
P -0.55344 -3.94470 -0.14417 0.15 0.20 0.04
O -2.22563 -4.29638 -0.65882 -0.13 -0.03 0.19
O 0.97013 -0.29585 -2.55170 -0.12 -0.22 0.00
C -0.32952 0.15987 -2.10246 -0.13 0.04 -0.06
C -0.19781 1.64306 -1.87402 0.27 0.14 -0.44
H 5.51334 -0.11343 -1.92184 0.15 0.02 0.10
H 6.42416 -1.50365 -1.28750 0.04 -0.14 -0.09
H 5.77106 -1.50113 -2.96075 0.16 -0.11 0.05
H 4.16546 -1.62767 -0.36666 -0.13 0.03 -0.01
H 4.21896 -2.83662 -1.65555 -0.09 -0.01 0.07
H 1.49666 -2.97232 -3.27474 0.16 0.17 0.01
H 1.96348 -3.69368 -1.73643 -0.05 0.02 0.13
H -0.38284 -4.24001 -2.57763 -0.03 0.01 -0.02
H -0.87968 -2.59801 -2.25467 0.05 0.09 0.08
H -0.92468 -2.55986 0.18878 -0.15 -0.04 0.09
H -0.88789 -4.37061 1.22877 0.08 -0.03 -0.01
H -0.18238 -5.33731 -0.47763 -0.23 -0.01 -0.16
H 0.80652 -3.67951 0.22491 -0.03 0.04 0.22
H -2.68398 -3.44911 -0.56362 0.07 -0.16 -0.15
H -1.04201 -0.07769 -2.89244 0.02 0.01 -0.05
H -0.65492 -0.36836 -1.20589 0.15 -0.05 0.04
H 0.61914 1.80406 -1.17367 -0.21 0.16 0.27
H 0.11249 2.11172 -2.81152 -0.04 0.06 0.00
H -1.11906 2.12681 -1.55128 -0.01 -0.13 0.20
C 3.59313 2.34784 -0.60633 0.02 -0.20 0.04
C 3.94991 2.58892 0.84765 -0.04 -0.11 -0.01
O 3.80874 4.01869 0.96025 0.04 -0.04 0.04
C 2.95896 4.44108 -0.01330 0.05 -0.11 0.13
O 2.51140 5.54319 -0.07135 0.05 0.03 -0.03
O 2.70971 3.44797 -0.87675 -0.09 0.08 -0.18
H 3.08237 1.40401 -0.78945 -0.10 0.05 0.03
H 4.45738 2.42922 -1.26744 0.01 0.03 0.00
H 3.24729 2.11502 1.53306 -0.03 -0.02 -0.04
H 4.96426 2.29500 1.10399 0.04 0.12 0.00
C 4.07396 -5.05646 3.40408 -0.03 0.03 0.07
C 2.56091 -5.14748 3.48742 -0.02 0.00 0.15
O 2.15829 -4.73526 2.18746 0.13 -0.07 -0.19
C 3.17378 -4.96273 1.32579 -0.05 -0.02 0.07
O 3.12013 -4.90519 0.14444 0.17 -0.02 0.02
O 4.31115 -5.28726 2.01890 0.01 0.02 -0.03
H 4.59409 -5.80318 3.99955 0.01 -0.05 -0.08
H 4.44164 -4.06150 3.66566 -0.02 0.00 0.01
H 2.21081 -6.16761 3.65949 0.03 -0.01 0.00
H 2.12435 -4.48629 4.23154 -0.05 0.05 -0.08
C 6.89047 6.05392 2.56390 -0.05 0.10 -0.02
C 6.61485 6.00082 1.07320 -0.15 0.08 0.05
O 7.76776 5.30493 0.57998 0.00 0.01 -0.01
C 8.28913 4.56859 1.58760 0.03 -0.04 -0.02
O 9.14653 3.75642 1.46195 -0.02 0.03 0.01
O 7.69568 4.88779 2.76310 0.01 0.01 0.02
H 5.99343 5.99743 3.17395 0.01 -0.13 0.01
H 7.47274 6.93161 2.85117 0.01 0.00 -0.01
H 5.72250 5.42146 0.84340 -0.01 -0.02 0.01
H 6.54176 6.98007 0.60846 0.13 -0.02 -0.06
C 9.34395 -0.35725 -5.03835 -0.03 0.02 -0.09
C 7.96761 -0.87925 -5.41417 -0.01 0.13 -0.02
O 7.86184 -2.05234 -4.60678 0.01 -0.04 -0.02
C 8.68795 -1.92101 -3.54202 0.03 -0.02 0.11
O 8.70907 -2.64332 -2.60252 0.03 0.00 -0.05
O 9.49581 -0.84114 -3.70342 -0.01 0.00 -0.03
H 9.42122 0.72649 -5.05004 -0.01 0.00 0.10
H 10.13331 -0.78578 -5.65916 -0.01 -0.01 -0.01
H 7.16971 -0.18908 -5.13425 0.01 0.01 0.01
H 7.86786 -1.14222 -6.46359 0.01 -0.11 0.02
C -3.14971 -7.14963 0.67845 0.04 0.28 -0.12
C -4.47187 -7.44405 0.00496 0.06 0.10 -0.07
O -4.93060 -8.61005 0.71171 -0.03 0.01 -0.02
C -4.33162 -8.62659 1.92564 -0.01 -0.02 0.03
O -4.63190 -9.37570 2.80650 0.01 0.02 -0.02
O -3.37175 -7.69344 1.99962 -0.01 -0.04 -0.02
H -2.91635 -6.08648 0.71536 0.10 -0.03 0.10
H -2.31734 -7.68073 0.21728 0.01 -0.02 0.03
H -5.19657 -6.64117 0.14772 0.00 0.00 0.02
H -4.38166 -7.66243 -1.05482 -0.01 -0.11 0.02
C -5.61409 -0.95303 1.53332 -0.04 0.04 0.11
C -4.90576 0.38785 1.58191 -0.13 0.05 0.08
O -3.68345 0.11093 0.90080 -0.01 0.02 -0.04
C -3.87492 -0.95919 0.08791 0.10 -0.03 0.09
O -3.09728 -1.33921 -0.72089 -0.22 0.19 -0.16
O -5.07956 -1.53085 0.34129 -0.01 -0.01 -0.02
H -6.69518 -0.87130 1.46007 0.01 -0.02 -0.12
H -5.35358 -1.58996 2.38039 0.03 0.01 0.00
H -5.44761 1.16327 1.03629 -0.03 -0.02 0.00
H -4.70395 0.73736 2.59055 0.11 -0.02 -0.02
C -6.66172 4.69576 -0.00401 0.01 0.01 -0.10
C -8.02548 4.39507 -0.59707 0.08 0.06 0.06
O -8.41393 3.21569 0.13113 0.05 0.00 -0.03
C -7.74876 3.20511 1.30157 -0.05 -0.03 0.07
O -7.97282 2.45995 2.20481 0.01 0.01 0.00
O -6.78488 4.15159 1.31767 0.06 -0.03 -0.03
H -6.44074 5.75787 0.05528 -0.04 0.01 0.10
H -5.84918 4.18127 -0.51968 0.00 -0.02 0.01
H -8.73187 5.18786 -0.37033 0.03 -0.11 -0.20
H -8.00288 4.18567 -1.66236 -0.03 -0.13 0.02
C -10.85647 7.37965 3.05666 -0.02 -0.08 0.09
C -9.82589 6.27885 3.24555 -0.03 0.06 0.11
O -9.47167 5.97611 1.89218 0.01 -0.02 0.02
C -9.74421 7.05227 1.12198 0.09 -0.10 -0.03
O -9.39828 7.15537 -0.01305 -0.14 0.30 0.09
O -10.44861 7.96900 1.81348 -0.02 0.00 0.00
H -10.84781 8.13131 3.84034 0.06 0.07 -0.07
H -11.86709 6.98701 2.93780 0.00 -0.02 0.00
H -8.93368 6.62467 3.76887 0.00 0.02 0.00
H -10.21032 5.38876 3.73440 -0.01 -0.05 -0.11
```
Positions in Å, forces in eV/Å.

## Properties
lowest unoccupied orbital energy	1.3910	eV
total charge	-1
HOMO level	-0.121	Eh

***

# 3
ORCA calculation (the ωB97M-V functional and the def2-TZVPD basis) on C42H56FKN10O3SSb as an isolated structure at a distorted geometry.

XYZ file:
```
115
Properties=species:S:1:pos:R:3:forces:R:3
K 0.96424 -0.82972 -1.59466 0.12 -0.13 -0.13
C -3.56485 -1.94541 -2.27888 0.69 0.80 1.20
C -2.82804 -1.18132 -3.31805 0.07 0.28 -0.53
C -3.37591 0.04411 -3.80654 0.35 -0.97 0.73
C -2.73863 0.64712 -4.85302 0.98 -0.46 -2.01
C -1.57094 0.02612 -5.43130 -0.66 1.30 0.79
C -1.09678 -1.10666 -4.78585 1.81 0.22 -1.27
N -1.70784 -1.74729 -3.82325 -1.49 0.57 1.36
Sb 0.61147 -2.23359 -5.67465 -0.17 -1.22 -0.84
C 1.06290 -3.88094 -4.25680 0.16 0.95 -0.51
C 1.32941 -5.13306 -4.80478 -0.24 -0.46 0.74
C 1.30177 -6.23901 -3.93912 -0.27 0.56 -0.24
C 1.02383 -6.05293 -2.59935 -0.55 0.89 0.52
C 0.86801 -4.72718 -2.12141 0.95 0.58 0.23
C 0.71837 -4.34267 -0.64966 0.19 0.31 -0.25
N 0.96432 -3.64125 -2.95316 -0.75 -1.42 0.68
C 2.49120 -1.17908 -5.58963 0.08 0.54 0.64
C 2.94389 -0.40541 -6.63753 -0.02 0.56 -0.81
C 3.99849 0.52022 -6.43037 -0.04 -1.18 0.15
C 4.66653 0.49800 -5.23062 -0.39 -0.26 2.05
C 4.18369 -0.39568 -4.21398 0.85 -0.19 -0.48
C 4.88809 -0.55246 -2.86136 -0.20 -1.32 -1.11
N 3.15297 -1.20036 -4.42409 -0.36 0.37 0.71
H -4.54746 -2.12274 -2.67529 -0.61 -0.41 0.13
H -3.62419 -1.32134 -1.33894 -0.07 -0.71 -0.92
H -3.00194 -2.84785 -2.03490 -0.33 0.04 -0.04
H -4.30261 0.45874 -3.37560 0.60 -0.33 -0.21
H -3.20816 1.48753 -5.37728 0.38 -0.07 0.38
H -1.02409 0.49103 -6.28179 -0.58 -0.47 0.71
H 1.50773 -5.27385 -5.85902 -0.13 0.09 -0.14
H 1.38343 -7.24657 -4.31039 0.25 -0.14 -0.24
H 0.84835 -6.90818 -1.93508 0.26 0.46 -0.21
H 0.67723 -5.17194 0.06061 -0.05 -0.21 -0.34
H -0.20112 -3.73813 -0.50584 0.73 -0.24 -0.11
H 1.61090 -3.73441 -0.33116 -0.87 -0.35 -0.38
H 2.48258 -0.52770 -7.62990 0.14 0.37 0.54
H 4.34149 1.15935 -7.21434 0.01 0.29 -0.49
H 5.49558 1.15425 -4.90053 -0.55 -0.30 -0.79
H 5.94248 -0.88281 -3.03929 -0.71 0.65 0.36
H 4.38391 -1.37443 -2.31105 0.28 0.56 -0.28
H 4.77894 0.35703 -2.30249 0.40 0.44 0.43
F -2.12694 5.42776 0.45193 0.17 -0.78 0.71
C -2.21219 4.28661 1.24748 0.65 0.50 -1.14
C -1.43632 3.21290 0.89125 -1.47 -0.26 0.40
C -1.76746 1.96393 1.45375 -0.72 1.80 1.90
C -1.03568 0.82217 1.06782 2.34 -1.18 -0.91
O 0.01740 0.92232 0.39446 -1.23 0.04 0.26
C -1.48857 -0.43020 1.59133 -1.34 -0.22 1.72
C -2.29425 -0.42872 2.73285 1.00 -0.91 -2.50
N -2.92585 0.68748 3.16860 -0.50 0.56 0.16
C -3.99893 0.58337 4.11636 -0.55 0.13 0.10
C -3.79182 1.21526 5.46078 -0.85 -0.28 -0.35
C -3.79671 -0.27084 5.30849 -0.49 -0.09 0.14
C -2.69906 1.88319 2.53920 -0.45 2.02 -0.65
C -3.37638 3.09521 2.97226 0.13 -0.80 -0.99
C -3.12692 4.30436 2.30355 0.72 -1.07 0.31
N -3.62189 5.53421 2.75306 -1.86 0.97 0.70
C -5.07977 5.80894 2.67088 0.53 -0.69 -0.64
C -5.51286 6.62862 3.88920 -0.79 -0.87 0.35
N -4.38697 7.46361 4.46236 -1.23 0.59 0.49
C -3.43356 7.91752 3.39068 -0.06 0.06 0.60
C -2.79109 6.74101 2.66219 1.09 -0.90 0.58
C -1.04232 -1.68060 0.89528 1.17 -1.51 -1.77
O -0.55648 -2.62268 1.57334 -1.22 1.25 -0.61
O -1.15604 -1.62629 -0.40386 -0.13 0.03 2.82
H -0.68232 3.26836 0.12713 0.06 -0.01 -0.22
H -2.52893 -1.35185 3.26213 0.07 0.22 -0.28
H -5.04260 0.62227 3.76509 0.75 -0.04 -0.43
H -4.72719 1.60048 5.88312 0.97 0.52 0.19
H -2.79609 1.61562 5.53677 -0.19 0.68 0.63
H -4.72993 -0.75397 5.63504 1.08 -0.30 0.05
H -2.80143 -0.68015 5.39938 -0.36 -0.71 0.23
H -4.19373 3.01542 3.70336 0.75 0.26 -0.14
H -5.67026 4.85763 2.63166 0.74 0.71 0.30
H -5.37907 6.31611 1.72282 0.43 0.00 0.48
H -5.90436 5.96786 4.69719 0.42 0.59 -0.50
H -6.32007 7.28008 3.55654 0.10 0.29 0.38
H -3.90899 6.96652 5.22995 -0.02 -0.06 -0.67
H -4.81485 8.30710 4.93580 0.58 -1.03 -0.71
H -2.74237 8.53201 3.97784 0.22 0.08 -0.85
H -4.00910 8.49828 2.66449 0.00 0.19 0.46
H -1.77318 6.50704 3.08871 -1.04 0.14 -0.31
H -2.62197 7.03947 1.63793 0.03 0.30 -0.25
N 2.75307 1.56496 -0.48868 -0.86 0.03 -0.88
C 3.04460 2.68954 -1.38751 0.42 -0.49 -0.59
C 1.76591 3.32116 -1.99269 1.57 0.41 0.44
N 1.06672 2.24957 -2.71410 -1.08 0.68 0.14
H 1.78393 1.50780 -0.14850 0.84 0.27 -0.03
H 3.44557 1.36309 0.20634 0.05 0.15 0.24
H 3.66590 2.34610 -2.26537 -0.52 0.04 0.61
H 3.69317 3.42196 -0.90248 -0.27 0.37 0.08
H 2.06540 4.21311 -2.59396 -0.02 -0.76 -0.17
H 1.24452 3.83605 -1.17512 -0.70 -0.84 -0.07
H 1.50052 2.12031 -3.61981 0.17 -0.04 -0.03
H 0.09299 2.50231 -2.91669 0.46 -0.10 0.14
C 4.29038 -5.89908 1.27132 -0.76 -0.72 1.61
N 4.72406 -4.58313 1.77907 0.25 0.04 -0.86
C 6.00413 -4.18069 1.21069 -0.23 0.76 0.23
C 3.75693 -3.59694 2.01536 -0.59 -1.71 1.14
S 3.54515 -2.18713 1.19235 0.11 0.48 -0.31
N 2.96111 -3.98602 3.05273 0.72 -0.09 0.53
C 3.42469 -4.91185 4.11018 -1.69 -0.05 0.34
C 1.69135 -3.37923 3.40054 0.20 0.26 -1.00
H 4.04090 -5.89578 0.20051 0.01 0.16 0.20
H 3.41884 -6.26530 1.88699 0.60 0.56 -0.94
H 5.04480 -6.69848 1.46368 -0.09 0.88 -0.23
H 6.73814 -4.80703 1.74360 0.20 0.56 -0.33
H 6.12022 -3.05859 1.39610 0.20 -1.72 -0.39
H 6.04685 -4.42938 0.13179 0.10 0.42 0.35
H 4.45692 -5.11346 4.15534 1.28 0.03 -0.58
H 2.89814 -5.88177 4.04332 0.14 0.32 -0.06
H 3.16788 -4.50281 5.10344 -0.10 0.09 -0.48
H 1.06627 -3.16664 2.55329 0.06 -0.09 -0.63
H 1.76136 -2.43080 3.90727 0.41 0.32 0.59
H 1.17744 -4.10883 3.97317 -0.62 -0.45 0.80
```
Positions in Å, forces in eV/Å.

## Properties
lowest unoccupied orbital energy	-3.4185	eV
ΔE to the lowest compared entry with this formula, charge and spin	0.4	kcal/mol
total charge	+1
HOMO level	-0.322	Eh

***

# 4
ORCA calculation (the ωB97M-V functional and the def2-TZVPD basis) on a 2-piece molecular cluster, C5H16N2O overall at a distorted geometry.

XYZ file:
```
24
Properties=species:S:1:pos:R:3:forces:R:3
C -2.75926 -0.58083 1.02570 -0.40 -0.50 -0.26
C -1.44444 -0.04520 0.44915 0.47 0.41 0.91
N -1.65167 1.39632 0.20668 -0.67 -0.24 -0.30
C -0.29822 -0.23477 1.48451 -0.34 0.32 -0.86
N 1.01788 -0.40902 0.88617 -0.97 -0.51 0.22
C 1.53911 0.77114 0.27190 -0.02 0.12 0.81
C 1.98393 -1.06743 1.73381 0.57 0.19 0.28
H -3.31142 0.19256 1.56096 0.16 0.10 -0.08
H -3.40660 -0.97224 0.23310 -0.01 0.22 0.02
H -2.63710 -1.41558 1.72057 0.26 0.02 -0.09
H -1.15617 -0.58566 -0.45646 -0.05 -0.13 -0.01
H -2.27303 1.50712 -0.59116 0.06 0.14 0.17
H -0.82157 1.92401 0.00916 0.39 -0.06 -0.10
H -0.39367 0.63444 2.16219 0.33 -0.14 0.17
H -0.50329 -1.14211 2.01916 -0.14 -0.35 0.43
H 2.55196 0.52921 -0.00748 0.29 0.36 -0.64
H 0.90285 1.07165 -0.54435 0.19 0.04 -0.60
H 1.56415 1.60686 0.99460 0.16 0.13 -0.03
H 2.54493 -1.83393 1.19306 -0.12 -0.10 -0.03
H 1.53901 -1.50888 2.62357 -0.19 -0.15 -0.14
H 2.73639 -0.36188 2.10614 0.02 0.12 0.13
O 1.44816 -0.18578 -6.45385 -0.16 -0.33 -0.24
H 2.00757 0.25828 -5.81465 -0.10 0.27 0.00
H 0.82049 0.45170 -6.81249 0.25 0.06 0.24
```
Positions in Å, forces in eV/Å.

## Properties
lowest unoccupied orbital energy	0.7281	eV
ΔE to the lowest compared entry with this formula, charge and spin	27.2	kcal/mol
total charge	0
HOMO level	-0.303	Eh

***

> Which value of total charge does entry 2 give?

-1

***

> Look up the total charge of the first one.

0

***

> Among the records above, which one has the lowest total charge?

C30H51O28P2